1.
C43H45CuIN6O3P2 as an isolated structure, computed with ωB97M-V with the def2-TZVPD basis set.

Structure (XYZ):
```
101
Properties=species:S:1:pos:R:3:forces:R:3:mulliken_spin:R:1
Cu 0.030 0.154 -0.004 -0.0742 0.4952 -0.0655 0.615
O 2.340 0.752 6.429 0.0294 0.0147 -0.0619 0.000
C 1.022 0.291 6.250 -0.0804 -0.0496 0.1269 0.000
C 0.732 0.207 4.780 0.0585 0.0183 -0.0709 -0.004
C -0.559 0.031 4.302 0.0944 -0.0264 0.0044 0.001
C -0.761 -0.011 2.937 -0.0316 -0.0008 0.1416 -0.007
N 0.218 0.111 2.044 0.0849 0.0701 -0.0279 0.082
C 1.477 0.231 2.494 -0.1420 -0.0382 0.3303 0.004
C 1.761 0.297 3.851 -0.0149 0.0117 -0.0086 0.001
C 2.534 0.322 1.472 0.3343 0.0313 -0.1083 -0.005
C 3.875 0.184 1.785 -0.0231 0.0498 0.0394 -0.002
C 4.839 0.318 0.793 -0.0101 0.0838 -0.0636 -0.002
C 6.299 0.155 1.152 -0.0317 0.0199 -0.0365 0.000
O 6.649 0.977 2.246 -0.0066 -0.0693 0.0686 0.000
C 4.405 0.634 -0.485 -0.0062 -0.0667 0.0973 0.003
C 3.045 0.745 -0.723 0.0449 0.0306 -0.0045 -0.013
N 2.119 0.570 0.217 -0.0004 -0.3557 0.0948 0.063
H 2.536 0.823 7.368 -0.0036 -0.0165 0.0275 0.000
H 0.289 0.956 6.719 0.0112 0.0156 -0.0205 0.000
H 0.884 -0.706 6.687 -0.0202 0.0087 -0.0168 0.000
H -1.402 -0.057 4.975 -0.0215 0.0010 -0.0288 0.001
H -1.755 -0.144 2.548 -0.0100 0.0158 0.0144 0.004
H 2.768 0.443 4.212 -0.0062 0.0106 -0.0458 0.001
H 4.201 -0.022 2.796 -0.0628 -0.0039 -0.0051 0.001
H 6.923 0.333 0.273 0.0261 0.0135 0.0299 0.000
H 6.466 -0.874 1.476 0.0188 -0.0104 -0.0542 0.000
H 6.939 1.839 1.933 -0.0045 0.0370 -0.0410 0.000
H 5.104 0.788 -1.297 -0.0071 0.0023 0.0021 0.001
H 2.691 1.002 -1.708 -0.0019 -0.0576 -0.0661 0.005
C -2.767 -0.180 -2.725 0.0889 0.0840 0.0307 0.004
C -1.461 0.284 -3.368 -0.0622 -0.0157 0.2829 0.008
P 0.077 -0.068 -2.418 -0.0820 -0.1413 -0.6986 0.031
C 0.427 -1.805 -2.836 0.0686 -0.0406 0.1139 0.008
C 1.647 -2.332 -2.406 -0.0493 0.0249 -0.0685 0.008
C 2.028 -3.612 -2.766 0.0600 0.0618 -0.0249 0.000
C 1.191 -4.388 -3.560 0.0435 0.0116 -0.0045 0.003
C -0.025 -3.878 -3.983 -0.0327 -0.1155 -0.0543 -0.001
C -0.409 -2.592 -3.626 -0.0356 0.1048 0.0507 0.008
C 1.243 0.813 -3.532 0.0873 0.0099 0.1026 0.026
C 1.426 2.190 -3.399 0.0015 -0.1015 -0.0103 0.018
C 2.236 2.885 -4.282 0.0055 0.0457 -0.0104 -0.001
C 2.883 2.210 -5.308 -0.0031 -0.0007 -0.0013 0.003
C 2.708 0.842 -5.447 0.0310 -0.0050 -0.0571 -0.001
C 1.894 0.143 -4.568 -0.0760 0.0002 0.0445 0.004
C -3.212 0.741 -1.589 0.1600 -0.0911 0.0388 0.006
P -2.458 0.276 0.023 -0.4707 -0.0986 -0.0757 0.066
C -3.330 -1.276 0.427 0.2014 0.0851 -0.0488 0.012
C -4.693 -1.438 0.168 -0.0191 -0.0537 0.0121 0.002
C -5.335 -2.605 0.544 -0.0550 0.0225 -0.0089 0.000
C -4.634 -3.611 1.198 0.0247 -0.0247 0.0059 0.000
C -3.287 -3.447 1.478 -0.0047 -0.0551 0.0437 0.000
C -2.637 -2.284 1.089 -0.0241 0.0209 -0.0580 0.007
C -3.263 1.456 1.166 0.0332 -0.0021 0.1317 0.020
C -3.297 2.822 0.888 -0.0075 -0.0989 -0.0304 0.014
C -3.855 3.716 1.788 -0.0184 0.0562 -0.0010 -0.004
C -4.394 3.258 2.981 0.0030 0.0273 -0.0199 0.009
C -4.406 1.898 3.250 -0.0349 -0.0061 0.0639 -0.004
C -3.849 1.002 2.351 -0.0208 0.0346 -0.0735 0.013
H -2.671 -1.205 -2.351 -0.0773 -0.0179 -0.0748 0.001
H -3.541 -0.199 -3.493 -0.0222 -0.0083 0.0005 -0.001
H -1.480 1.365 -3.523 -0.0102 0.0060 -0.0425 -0.004
H -1.321 -0.166 -4.352 0.0735 0.0724 -0.0130 0.002
H 2.300 -1.727 -1.790 0.0643 -0.0050 0.0353 0.000
H 2.981 -4.001 -2.432 -0.0013 -0.0115 -0.0270 0.000
H 1.495 -5.383 -3.858 -0.0133 -0.0022 0.0095 0.000
H -0.673 -4.474 -4.614 -0.0065 0.0056 0.0233 0.000
H -1.356 -2.209 -3.987 0.0425 -0.0607 0.0078 0.000
H 0.957 2.721 -2.586 -0.0547 0.0836 0.0793 -0.001
H 2.365 3.953 -4.166 -0.0011 -0.0102 0.0061 0.000
H 3.519 2.750 -5.997 -0.0052 -0.0048 -0.0005 0.000
H 3.205 0.312 -6.249 -0.0047 -0.0012 0.0087 0.000
H 1.764 -0.922 -4.698 0.0362 0.0061 -0.0319 0.001
H -4.293 0.705 -1.463 -0.0041 0.0460 0.0600 0.002
H -2.963 1.779 -1.817 -0.0090 0.0074 0.0180 -0.003
H -5.270 -0.652 -0.302 0.0120 -0.0100 -0.0128 0.000
H -6.390 -2.729 0.337 0.0063 0.0126 -0.0016 0.000
H -5.146 -4.518 1.494 0.0138 0.0056 0.0064 0.000
H -2.741 -4.221 2.002 -0.0011 0.0000 -0.0230 0.000
H -1.587 -2.149 1.306 0.1027 -0.0552 -0.0240 -0.001
H -2.917 3.197 -0.049 0.0872 0.0767 -0.0290 0.002
H -3.877 4.771 1.548 0.0002 -0.0129 0.0050 0.000
H -4.824 3.958 3.686 -0.0153 -0.0156 -0.0057 0.000
H -4.864 1.528 4.159 0.0036 0.0002 -0.0090 0.000
H -3.904 -0.059 2.563 0.0179 0.0064 0.0303 0.001
I -0.823 6.483 -1.473 0.1055 -0.3121 0.1898 0.000
C -0.273 4.761 -0.450 -0.1500 0.3055 -0.1994 0.001
C 0.422 4.660 0.733 -0.0671 0.0743 -0.1035 0.000
N 0.523 3.344 0.999 0.0548 0.0367 0.1089 -0.001
N -0.061 2.582 0.069 -0.1423 -0.0243 -0.1209 -0.004
C -0.551 3.436 -0.815 0.0702 0.1317 0.0449 0.000
H 0.831 5.424 1.374 0.0217 -0.0659 0.0405 0.000
H 0.967 2.912 1.792 -0.0059 -0.0135 0.0144 -0.001
H -1.090 3.085 -1.681 0.0109 0.0055 -0.0215 -0.001
N -0.187 -3.963 -0.432 -0.1019 0.0045 0.1811 0.000
C 0.646 -3.293 0.397 0.2021 -0.0133 0.0408 -0.001
N 1.367 -4.062 1.250 0.0140 -0.0378 0.0179 0.000
O 0.754 -2.057 0.411 -0.1750 -0.3064 -0.0614 -0.007
H -0.121 -4.961 -0.533 -0.0139 0.0049 0.0106 0.000
H -0.608 -3.459 -1.191 -0.0035 0.0878 -0.0658 0.000
H 1.325 -5.064 1.233 0.0088 -0.0274 0.0399 0.000
H 1.998 -3.619 1.892 -0.0185 0.0629 -0.0381 0.000
```
Positions in Å, forces in eV/Å.

Output
- Total charge: +2
- Expectation value of S²: 0.754
- Lowest unoccupied orbital energy (spin up / spin down): -5.1 / -6.1 eV
- Multiplicity: 2

=====

2.
An isolated ion of composition C5H9N3 and charge +2 in a non-equilibrium geometry, computed with ωB97M-V with the def2-TZVPD basis set.

Structure (XYZ):
```
17
Properties=species:S:1:pos:R:3:forces:R:3:mulliken_charge:R:1
C -2.739 -0.141 -0.399 -3.8292 3.4036 -3.7726 -0.744
N -1.956 -0.381 0.693 0.2210 -1.3793 2.1445 -0.005
C -0.778 -0.015 0.753 2.0831 1.3955 1.7759 0.221
C 0.397 0.579 0.902 0.0587 -0.0211 -0.8048 -0.393
N 1.639 0.111 0.269 -3.5383 2.0979 2.2873 0.003
C 2.854 0.893 0.170 -0.0259 0.8839 -1.4319 -0.765
C 1.267 -0.701 -0.618 -0.7172 -2.9496 -0.4214 0.514
N 0.623 -1.570 -1.035 1.0637 1.1853 -0.5342 -0.090
H -2.953 -1.018 -0.936 0.1046 -1.6765 -0.6878 0.387
H -3.839 0.136 -0.088 2.2487 0.1617 -0.4042 0.327
H -2.250 0.578 -1.160 -1.0161 -0.8819 1.5042 0.331
H -2.503 -0.959 1.372 1.3308 0.2666 0.3297 0.386
H 0.588 1.586 1.273 -0.8178 -0.1679 0.5270 0.438
H 2.695 1.725 -0.533 0.3236 -1.1284 -1.3371 0.381
H 3.355 -0.040 -0.059 2.8112 1.4615 -0.2738 0.347
H 3.132 1.629 0.913 0.1353 -1.4187 1.8375 0.350
H 0.470 -2.413 -1.517 -0.4362 -1.2326 -0.7384 0.312
```
Positions in Å, forces in eV/Å.

Output
- Relative energy (zero: lowest compared OMol25 entry of this formula, charge and spin): 111.21 kcal/mol
- Total charge: +2
- SMILES string: C[NH+]=C=CN(C)C#[NH+]
- Lowest unoccupied orbital energy: -9.9 eV

=====

no.,calculated total energy (eV)
1,-131712.67105
2,-9777.65043